Entry 1:
The following is a quantum chemistry calculation of a single C5H14N2 molecule in a non-equilibrium geometry, from OMol25.

Calculated values
SMILES string: NCCCCCN
Electronic energy, eV: -8391.61608
LUMO, Eh: 0.0374
E_HOMO, eV: -9.18
Energy above the lowest of the compared OMol25 structures with the same formula, charge and spin, kJ/mol: 96.8
Gap between HOMO and LUMO, eV: 10.198

Geometry (Å):
C1 -0.937 -2.375 0.413
C2 0.251 -1.364 0.370
C3 -0.223 -0.015 -0.148
C4 0.866 1.026 0.204
C5 0.843 2.458 -0.409
N1 0.830 2.441 -1.859
N2 -2.068 -2.024 1.304
H1 -1.259 -2.536 -0.613
H2 -0.561 -3.321 0.813
H3 1.045 -1.848 -0.210
H4 0.766 -1.400 1.336
H5 -1.190 0.254 0.274
H6 -0.441 -0.117 -1.214
H7 0.708 1.105 1.292
H8 1.916 0.745 0.091
H9 -0.063 2.989 -0.097
H10 1.711 2.921 0.055
H11 1.734 2.314 -2.307
H12 0.364 1.612 -2.194
H13 -2.642 -1.337 0.812
H14 -1.650 -1.530 2.086

***

Entry 2:
The following is a quantum chemistry calculation of 20 unconnected molecules or ions with the total composition H39O19 in a non-equilibrium geometry, from OMol25.

Calculated values
Total charge: +1
Electronic energy, eV: -39521.53104
LUMO, Eh: -0.1109
E_HOMO, eV: -13.03
Energy above the lowest of the compared OMol25 structures with the same formula, charge and spin, kJ/mol: 915.5
Gap between HOMO and LUMO, eV: 10.012

Geometry (Å):
O1 1.143 1.730 2.992
H1 0.206 0.762 0.269
H2 0.803 2.593 2.907
O2 2.231 -0.905 3.676
H3 2.984 -0.975 3.127
H4 -0.333 3.503 0.699
O3 -1.280 -1.991 0.737
H5 0.085 0.651 2.286
H6 -0.753 0.307 -0.613
O4 2.223 -1.238 0.682
H7 1.783 -1.945 0.532
H8 4.618 1.448 2.061
O5 0.179 -1.615 -2.571
H9 -0.561 -2.090 -2.812
H10 0.060 -0.935 -1.857
O6 2.673 0.175 -1.576
H11 -0.603 2.424 -2.737
H12 1.806 0.420 -1.488
O7 -0.528 -4.142 -1.103
H13 -3.786 1.661 1.046
H14 -0.433 -5.125 -0.819
O8 0.162 0.028 -0.434
H15 -1.172 -4.020 -1.701
O9 -4.211 -0.934 1.082
H16 -4.314 -1.755 0.542
H17 -5.030 -0.824 0.957
O10 2.074 -3.235 2.652
H18 2.224 -1.882 3.970
H19 2.314 -0.759 -0.268
O11 -3.225 1.980 0.132
H20 -1.930 -2.662 0.635
H21 -2.228 1.826 0.301
O12 3.907 0.815 2.238
H22 3.688 0.213 1.614
H23 1.340 -2.846 2.285
O13 -0.289 -0.229 2.602
H24 1.877 -4.166 2.188
H25 2.828 -0.264 -2.453
O14 -0.905 3.213 1.360
H26 -1.094 3.749 2.085
H27 0.029 -1.144 1.685
O15 1.223 0.485 -4.096
H28 1.627 0.343 -4.908
H29 -1.948 -1.490 1.219
O16 0.564 4.709 -0.254
H30 -3.606 1.177 -1.302
H31 0.714 4.279 -1.205
O17 -3.187 0.258 -1.753
H32 1.941 1.475 2.603
H33 -3.846 0.434 -2.547
O18 0.107 3.021 -2.948
H34 0.165 2.162 -3.590
H35 1.377 -0.032 -3.321
O19 -2.448 -1.851 -3.214
H36 -3.060 -1.887 -4.023
H37 -3.110 -1.547 -2.410
H38 0.572 -0.320 3.388
H39 1.462 5.049 0.013

***

Entry 3:
The following is a quantum chemistry calculation of a single C5H8O molecule, from OMol25.

Calculated values
SMILES string: CC(C)=C=CO
Electronic energy, eV: -7360.31569
LUMO, Eh: 0.0298
E_HOMO, eV: -8.66
Energy above the lowest of the compared OMol25 structures with the same formula, charge and spin, kJ/mol: 187.1
Gap between HOMO and LUMO, eV: 9.476

Geometry (Å):
C1 1.015 1.279 0.508
C2 -0.021 0.430 -0.190
C3 -1.404 1.012 -0.363
O1 0.289 -2.882 0.515
C4 0.244 -0.802 -0.560
C5 0.443 -2.093 -0.601
H1 1.969 0.748 0.583
H2 1.175 2.239 0.003
H3 0.659 1.500 1.524
H4 -2.064 0.298 -0.866
H5 -1.372 1.939 -0.950
H6 -1.834 1.259 0.618
H7 0.168 -2.258 1.253
H8 0.734 -2.669 -1.474

***

What did the second record say?
The following is a quantum chemistry calculation of 20 unconnected molecules or ions with the total composition H39O19 in a non-equilibrium geometry, from OMol25.

Calculated values
Total charge: +1
Electronic energy, eV: -39521.53104
LUMO, Eh: -0.1109
E_HOMO, eV: -13.03
Energy above the lowest of the compared OMol25 structures with the same formula, charge and spin, kJ/mol: 915.5
Gap between HOMO and LUMO, eV: 10.012

Geometry (Å):
O1 1.143 1.730 2.992
H1 0.206 0.762 0.269
H2 0.803 2.593 2.907
O2 2.231 -0.905 3.676
H3 2.984 -0.975 3.127
H4 -0.333 3.503 0.699
O3 -1.280 -1.991 0.737
H5 0.085 0.651 2.286
H6 -0.753 0.307 -0.613
O4 2.223 -1.238 0.682
H7 1.783 -1.945 0.532
H8 4.618 1.448 2.061
O5 0.179 -1.615 -2.571
H9 -0.561 -2.090 -2.812
H10 0.060 -0.935 -1.857
O6 2.673 0.175 -1.576
H11 -0.603 2.424 -2.737
H12 1.806 0.420 -1.488
O7 -0.528 -4.142 -1.103
H13 -3.786 1.661 1.046
H14 -0.433 -5.125 -0.819
O8 0.162 0.028 -0.434
H15 -1.172 -4.020 -1.701
O9 -4.211 -0.934 1.082
H16 -4.314 -1.755 0.542
H17 -5.030 -0.824 0.957
O10 2.074 -3.235 2.652
H18 2.224 -1.882 3.970
H19 2.314 -0.759 -0.268
O11 -3.225 1.980 0.132
H20 -1.930 -2.662 0.635
H21 -2.228 1.826 0.301
O12 3.907 0.815 2.238
H22 3.688 0.213 1.614
H23 1.340 -2.846 2.285
O13 -0.289 -0.229 2.602
H24 1.877 -4.166 2.188
H25 2.828 -0.264 -2.453
O14 -0.905 3.213 1.360
H26 -1.094 3.749 2.085
H27 0.029 -1.144 1.685
O15 1.223 0.485 -4.096
H28 1.627 0.343 -4.908
H29 -1.948 -1.490 1.219
O16 0.564 4.709 -0.254
H30 -3.606 1.177 -1.302
H31 0.714 4.279 -1.205
O17 -3.187 0.258 -1.753
H32 1.941 1.475 2.603
H33 -3.846 0.434 -2.547
O18 0.107 3.021 -2.948
H34 0.165 2.162 -3.590
H35 1.377 -0.032 -3.321
O19 -2.448 -1.851 -3.214
H36 -3.060 -1.887 -4.023
H37 -3.110 -1.547 -2.410
H38 0.572 -0.320 3.388
H39 1.462 5.049 0.013

***

What did the second record say?
The following is a quantum chemistry calculation of 20 unconnected molecules or ions with the total composition H39O19 in a non-equilibrium geometry, from OMol25.

Calculated values
Total charge: +1
Electronic energy, eV: -39521.53104
LUMO, Eh: -0.1109
E_HOMO, eV: -13.03
Energy above the lowest of the compared OMol25 structures with the same formula, charge and spin, kJ/mol: 915.5
Gap between HOMO and LUMO, eV: 10.012

Geometry (Å):
O1 1.143 1.730 2.992
H1 0.206 0.762 0.269
H2 0.803 2.593 2.907
O2 2.231 -0.905 3.676
H3 2.984 -0.975 3.127
H4 -0.333 3.503 0.699
O3 -1.280 -1.991 0.737
H5 0.085 0.651 2.286
H6 -0.753 0.307 -0.613
O4 2.223 -1.238 0.682
H7 1.783 -1.945 0.532
H8 4.618 1.448 2.061
O5 0.179 -1.615 -2.571
H9 -0.561 -2.090 -2.812
H10 0.060 -0.935 -1.857
O6 2.673 0.175 -1.576
H11 -0.603 2.424 -2.737
H12 1.806 0.420 -1.488
O7 -0.528 -4.142 -1.103
H13 -3.786 1.661 1.046
H14 -0.433 -5.125 -0.819
O8 0.162 0.028 -0.434
H15 -1.172 -4.020 -1.701
O9 -4.211 -0.934 1.082
H16 -4.314 -1.755 0.542
H17 -5.030 -0.824 0.957
O10 2.074 -3.235 2.652
H18 2.224 -1.882 3.970
H19 2.314 -0.759 -0.268
O11 -3.225 1.980 0.132
H20 -1.930 -2.662 0.635
H21 -2.228 1.826 0.301
O12 3.907 0.815 2.238
H22 3.688 0.213 1.614
H23 1.340 -2.846 2.285
O13 -0.289 -0.229 2.602
H24 1.877 -4.166 2.188
H25 2.828 -0.264 -2.453
O14 -0.905 3.213 1.360
H26 -1.094 3.749 2.085
H27 0.029 -1.144 1.685
O15 1.223 0.485 -4.096
H28 1.627 0.343 -4.908
H29 -1.948 -1.490 1.219
O16 0.564 4.709 -0.254
H30 -3.606 1.177 -1.302
H31 0.714 4.279 -1.205
O17 -3.187 0.258 -1.753
H32 1.941 1.475 2.603
H33 -3.846 0.434 -2.547
O18 0.107 3.021 -2.948
H34 0.165 2.162 -3.590
H35 1.377 -0.032 -3.321
O19 -2.448 -1.851 -3.214
H36 -3.060 -1.887 -4.023
H37 -3.110 -1.547 -2.410
H38 0.572 -0.320 3.388
H39 1.462 5.049 0.013

***

Repeat the first record exactly.
The following is a quantum chemistry calculation of a single C5H14N2 molecule in a non-equilibrium geometry, from OMol25.

Calculated values
SMILES string: NCCCCCN
Electronic energy, eV: -8391.61608
LUMO, Eh: 0.0374
E_HOMO, eV: -9.18
Energy above the lowest of the compared OMol25 structures with the same formula, charge and spin, kJ/mol: 96.8
Gap between HOMO and LUMO, eV: 10.198

Geometry (Å):
C1 -0.937 -2.375 0.413
C2 0.251 -1.364 0.370
C3 -0.223 -0.015 -0.148
C4 0.866 1.026 0.204
C5 0.843 2.458 -0.409
N1 0.830 2.441 -1.859
N2 -2.068 -2.024 1.304
H1 -1.259 -2.536 -0.613
H2 -0.561 -3.321 0.813
H3 1.045 -1.848 -0.210
H4 0.766 -1.400 1.336
H5 -1.190 0.254 0.274
H6 -0.441 -0.117 -1.214
H7 0.708 1.105 1.292
H8 1.916 0.745 0.091
H9 -0.063 2.989 -0.097
H10 1.711 2.921 0.055
H11 1.734 2.314 -2.307
H12 0.364 1.612 -2.194
H13 -2.642 -1.337 0.812
H14 -1.650 -1.530 2.086

***

Among the records above, which one has the highest gap between HOMO and LUMO?
C5H14N2